The following is a quantum chemistry calculation of a cluster of 2 separate species, C4H12NO2 in total, from OMol25.

LUMO energy = 3.98 eV
DFT total energy = -9926.2762 eV
strongest force on any atom = 4.05 eV Å⁻¹
HOMO-LUMO gap = 6.165 eV
HOMO level = -2.183 eV

```
! wB97M-V def2-TZVPD RIJCOSX def2/J DEFGRID3
* xyz -1 1
C 0.841 -0.375 -0.297
O -0.431 -0.316 -0.920
C 1.708 0.862 -0.471
C 1.674 1.175 -2.013
H 1.432 -1.280 -0.585
H 0.551 -0.468 0.766
H 2.788 0.795 -0.120
H 1.244 1.632 0.149
H 2.058 2.175 -2.305
H 0.644 1.128 -2.331
H 2.242 0.388 -2.533
N -2.211 0.352 0.823
C -2.162 -0.969 1.317
O -1.646 -1.157 2.729
H -1.716 0.910 1.401
H -1.096 0.178 -0.334
H -3.207 -1.386 1.371
H -1.564 -1.630 0.664
H -1.149 -2.016 2.690
*
```

How positive or negative is each atom? The Mulliken charges in e answer that: number 1, C, carries -0.43; number 2, O, carries -0.69; number 3, C, carries -0.47; number 4, C, carries -1.03; number 5, H, carries 0.33; number 6, H, carries 0.25; number 7, H, carries 0.27; number 8, H, carries 0.30; number 9, H, carries 0.34; number 10, H, carries 0.27; number 11, H, carries 0.26; number 12, N, carries -1.10; number 13, C, carries -0.05; number 14, O, carries -0.56; number 15, H, carries 0.19; number 16, H, carries 0.45; number 17, H, carries 0.20; number 18, H, carries 0.20; number 19, H, carries 0.27

The following is a quantum chemistry calculation of a cluster of 2 separate species, C4H12NO2 in total, from OMol25.

LUMO energy = 3.76 eV
DFT total energy = -9927.2816 eV
strongest force on any atom = 1.69 eV Å⁻¹
HOMO-LUMO gap = 6.208 eV
HOMO level = -2.443 eV

```
! wB97M-V def2-TZVPD RIJCOSX def2/J DEFGRID3
* xyz -1 1
C -1.536 -0.872 0.763
O -1.469 -0.936 2.109
C -0.195 -0.425 0.096
C 0.915 -1.336 0.544
C 2.342 -0.956 0.171
N -0.042 1.017 0.323
H -2.289 -0.117 0.429
H -1.805 -1.833 0.242
H -0.389 -0.558 -0.991
H 0.670 -2.370 0.257
H 0.830 -1.503 1.617
H 2.818 -1.551 -0.622
H 2.434 0.099 -0.100
H 3.037 -1.068 1.014
H 0.934 1.296 0.285
H -0.358 1.170 1.283
H -2.590 3.695 -2.199
H -1.370 2.816 -2.367
O -1.937 3.434 -2.854
*
```

How positive or negative is each atom? The Mulliken charges in e answer that: number 1, C, carries -0.84; number 2, O, carries -0.87; number 3, C, carries 0.20; number 4, C, carries -0.61; number 5, C, carries -1.00; number 6, N, carries -0.56; number 7, H, carries 0.26; number 8, H, carries 0.30; number 9, H, carries 0.15; number 10, H, carries 0.39; number 11, H, carries 0.29; number 12, H, carries 0.25; number 13, H, carries 0.28; number 14, H, carries 0.27; number 15, H, carries 0.20; number 16, H, carries 0.31; number 17, H, carries 0.32; number 18, H, carries 0.36; number 19, O, carries -0.69

The following is a quantum chemistry calculation of a cluster of 3 separate species, C4H12NO2 in total, from OMol25.

LUMO energy = -4.76 eV
DFT total energy = -9918.2470 eV
strongest force on any atom = 5.24 eV Å⁻¹
HOMO-LUMO gap = 9.055 eV
HOMO level = -13.815 eV

```
! wB97M-V def2-TZVPD RIJCOSX def2/J DEFGRID3
* xyz 1 1
C 1.583 0.901 -2.100
C 0.607 1.519 -1.095
C -0.390 2.401 -1.523
C 0.534 -0.396 0.495
N 0.292 0.896 0.379
H 2.452 0.233 -1.589
H 1.827 1.699 -2.764
H 1.028 0.123 -2.668
H -1.224 2.566 -0.928
H -0.312 2.766 -2.540
H 0.134 -1.190 1.267
H 1.237 -0.991 -0.167
H -0.314 1.292 1.187
H 0.177 -6.455 1.620
H -1.202 -5.901 1.738
O -0.324 -5.581 1.704
H -2.256 1.705 2.991
H -2.162 2.555 1.737
O -1.687 1.856 2.257
*
```

How positive or negative is each atom? The Mulliken charges in e answer that: number 1, C, carries -1.19; number 2, C, carries 0.78; number 3, C, carries -0.88; number 4, C, carries -0.12; number 5, N, carries 0.03; number 6, H, carries 0.30; number 7, H, carries 0.39; number 8, H, carries 0.35; number 9, H, carries 0.28; number 10, H, carries 0.28; number 11, H, carries 0.27; number 12, H, carries 0.20; number 13, H, carries 0.33; number 14, H, carries 0.34; number 15, H, carries 0.32; number 16, O, carries -0.65; number 17, H, carries 0.31; number 18, H, carries 0.32; number 19, O, carries -0.66

The following is a quantum chemistry calculation of the ion C4H12NO2 with charge +1, from OMol25.

LUMO energy = -3.46 eV
DFT total energy = -9920.2263 eV
strongest force on any atom = 2.76 eV Å⁻¹
SMILES = C[C@H](O)[C@H]([NH3+])CO
HOMO-LUMO gap = 11.075 eV
HOMO level = -14.534 eV

```
! wB97M-V def2-TZVPD RIJCOSX def2/J DEFGRID3
* xyz 1 1
C 1.021 -1.259 -0.920
C -0.395 -0.833 -0.577
O -1.210 -0.503 -1.695
C -0.467 0.489 0.272
N -0.049 1.631 -0.605
C 0.344 0.532 1.602
O -0.434 0.123 2.698
H 0.908 -2.279 -1.322
H 1.701 -1.297 -0.073
H 1.520 -0.770 -1.744
H -0.727 -1.607 0.118
H -1.993 -1.042 -1.605
H -1.512 0.665 0.548
H -0.579 1.551 -1.481
H 0.896 1.373 -0.897
H -0.032 2.539 -0.147
H 0.926 1.414 1.875
H 1.158 -0.211 1.500
H -1.079 -0.516 2.457
*
```

How positive or negative is each atom? The Mulliken charges in e answer that: number 1, C, carries -1.42; number 2, C, carries 0.33; number 3, O, carries -0.56; number 4, C, carries -0.51; number 5, N, carries -0.23; number 6, C, carries -0.38; number 7, O, carries -0.51; number 8, H, carries 0.36; number 9, H, carries 0.38; number 10, H, carries 0.42; number 11, H, carries 0.39; number 12, H, carries 0.37; number 13, H, carries 0.42; number 14, H, carries 0.37; number 15, H, carries 0.35; number 16, H, carries 0.36; number 17, H, carries 0.39; number 18, H, carries 0.16; number 19, H, carries 0.31

The following is a quantum chemistry calculation of a cluster of 3 separate species, C4H12NO2 in total, from OMol25.

LUMO energy = -5.01 eV
DFT total energy = -9918.9929 eV
strongest force on any atom = 5.07 eV Å⁻¹
HOMO-LUMO gap = 8.823 eV
HOMO level = -13.835 eV

```
! wB97M-V def2-TZVPD RIJCOSX def2/J DEFGRID3
* xyz 1 1
C 0.705 -1.452 -0.903
C 0.780 -0.743 0.454
C 1.374 -1.184 1.626
C -1.382 0.306 -0.222
N -0.313 0.159 0.546
H -0.244 -1.974 -1.043
H 1.459 -2.229 -1.163
H 0.801 -0.670 -1.705
H 1.334 -0.340 2.424
H 1.855 -2.198 1.753
H -2.082 0.989 0.200
H -1.525 -0.242 -1.066
H -0.021 0.994 1.026
H -0.658 0.911 -4.163
H -0.376 -0.500 -4.195
O -0.361 0.228 -3.565
H -0.456 1.842 3.534
H -0.378 2.958 2.635
O -0.437 1.995 2.591
*
```

How positive or negative is each atom? The Mulliken charges in e answer that: number 1, C, carries -1.28; number 2, C, carries 0.67; number 3, C, carries -0.64; number 4, C, carries -0.28; number 5, N, carries 0.00; number 6, H, carries 0.35; number 7, H, carries 0.35; number 8, H, carries 0.32; number 9, H, carries 0.19; number 10, H, carries 0.30; number 11, H, carries 0.31; number 12, H, carries 0.32; number 13, H, carries 0.40; number 14, H, carries 0.30; number 15, H, carries 0.32; number 16, O, carries -0.61; number 17, H, carries 0.29; number 18, H, carries 0.32; number 19, O, carries -0.62

The following is a quantum chemistry calculation of a cluster of 2 separate species, C4H12NO2 in total, from OMol25.

LUMO energy = -3.22 eV
DFT total energy = -9918.1691 eV
strongest force on any atom = 6.39 eV Å⁻¹
HOMO-LUMO gap = 11.319 eV
HOMO level = -14.536 eV

```
! wB97M-V def2-TZVPD RIJCOSX def2/J DEFGRID3
* xyz 1 1
C 0.027 0.526 1.919
C 0.082 -1.293 -1.594
C -1.150 0.833 -0.877
C 0.566 -0.245 0.740
N -0.521 -0.556 -0.365
O 1.303 -1.336 0.887
O 1.564 1.051 -0.265
H 0.841 0.774 2.676
H -0.191 1.606 1.512
H -0.910 0.084 2.170
H -0.692 -1.538 -2.271
H 0.762 -0.741 -2.217
H 0.572 -2.242 -1.297
H -0.379 1.556 -0.932
H -1.529 0.613 -1.816
H -1.999 1.256 -0.302
H -1.227 -0.934 0.151
H 1.853 -1.322 1.721
H 2.543 0.697 -0.099
*
```

How positive or negative is each atom? The Mulliken charges in e answer that: number 1, C, carries -1.08; number 2, C, carries -0.83; number 3, C, carries -0.93; number 4, C, carries 0.52; number 5, N, carries -0.13; number 6, O, carries -0.42; number 7, O, carries -0.59; number 8, H, carries 0.43; number 9, H, carries 0.31; number 10, H, carries 0.34; number 11, H, carries 0.41; number 12, H, carries 0.36; number 13, H, carries 0.35; number 14, H, carries 0.42; number 15, H, carries 0.42; number 16, H, carries 0.33; number 17, H, carries 0.36; number 18, H, carries 0.44; number 19, H, carries 0.28

The following is a quantum chemistry calculation of a cluster of 2 separate species, C4H12NO2 in total, from OMol25.

LUMO energy = -3.37 eV
DFT total energy = -9920.1079 eV
strongest force on any atom = 4.39 eV Å⁻¹
HOMO-LUMO gap = 10.983 eV
HOMO level = -14.351 eV

```
! wB97M-V def2-TZVPD RIJCOSX def2/J DEFGRID3
* xyz 1 1
O 1.608 1.587 -0.837
C 1.057 1.827 0.206
C 0.401 0.474 0.768
N 0.080 -0.374 -0.452
C 0.893 -1.602 -0.573
C -0.830 0.759 1.575
H 0.955 2.753 0.719
H 1.259 0.015 1.240
H -1.017 -0.690 -0.422
H 0.188 0.239 -1.363
H 1.951 -1.414 -0.722
H 0.610 -2.271 -1.433
H 0.902 -2.203 0.292
H -1.276 1.749 1.311
H -0.499 0.760 2.632
H -1.693 0.155 1.429
H -2.396 -2.445 -1.231
H -3.106 -1.248 -0.628
O -2.278 -1.743 -0.566
*
```

How positive or negative is each atom? The Mulliken charges in e answer that: number 1, O, carries -0.46; number 2, C, carries -0.16; number 3, C, carries 0.33; number 4, N, carries -0.13; number 5, C, carries -1.08; number 6, C, carries -1.33; number 7, H, carries 0.44; number 8, H, carries 0.43; number 9, H, carries 0.34; number 10, H, carries 0.44; number 11, H, carries 0.40; number 12, H, carries 0.32; number 13, H, carries 0.44; number 14, H, carries 0.39; number 15, H, carries 0.31; number 16, H, carries 0.35; number 17, H, carries 0.31; number 18, H, carries 0.34; number 19, O, carries -0.67

The following is a quantum chemistry calculation of an isolated molecule of C4H12NO2P, from OMol25.

LUMO energy = 0.33 eV
DFT total energy = -19216.0183 eV
strongest force on any atom = 4.44 eV Å⁻¹
SMILES = CC(C)(N)[P@@](C)(=O)O
HOMO-LUMO gap = 8.468 eV
HOMO level = -8.136 eV

```
! wB97M-V def2-TZVPD RIJCOSX def2/J DEFGRID3
* xyz 0 1
C 1.692 0.331 -0.651
C 0.682 -0.697 -0.098
C 0.235 -1.966 -0.942
N 1.052 -1.189 1.138
P -1.214 0.569 -0.113
C -0.913 2.285 0.437
O -1.810 0.584 -1.404
O -2.233 -0.230 0.798
H 2.713 -0.092 -0.633
H 1.495 1.312 -0.111
H 1.692 0.605 -1.722
H 0.961 -2.393 -1.660
H 0.050 -2.614 -0.091
H -0.763 -1.729 -1.537
H 0.304 -1.815 1.503
H 1.024 -0.448 1.824
H -0.595 2.252 1.500
H -0.172 2.668 -0.303
H -1.713 2.984 0.374
H -2.488 -0.417 1.691
*
```

How positive or negative is each atom? The Mulliken charges in e answer that: number 1, C, carries -1.31; number 2, C, carries 0.88; number 3, C, carries -1.09; number 4, N, carries -0.75; number 5, P, carries 0.93; number 6, C, carries -1.02; number 7, O, carries -0.66; number 8, O, carries -0.54; number 9, H, carries 0.41; number 10, H, carries 0.23; number 11, H, carries 0.30; number 12, H, carries 0.31; number 13, H, carries 0.29; number 14, H, carries 0.27; number 15, H, carries 0.26; number 16, H, carries 0.24; number 17, H, carries 0.29; number 18, H, carries 0.30; number 19, H, carries 0.37; number 20, H, carries 0.31

The following is a quantum chemistry calculation of a cluster of 2 separate species, C4H12NO2P in total, from OMol25.

LUMO energy (spin up / spin down) = 0.35 / 0.35 eV
DFT total energy = -19213.0219 eV
strongest force on any atom = 7.41 eV Å⁻¹
HOMO-LUMO gap (spin up / spin down) = 8.242 / 8.239 eV
HOMO level (spin up / spin down) = -7.892 / -7.888 eV

```
! wB97M-V def2-TZVPD RIJCOSX def2/J DEFGRID3
* xyz 0 1
C 2.242 -0.994 0.201
C -1.148 2.308 0.763
C 1.246 0.114 0.376
C -1.422 1.331 -0.344
N -0.816 -2.337 0.125
O 0.203 -0.309 -2.060
O -1.124 -2.813 -1.112
P -0.211 -0.130 -0.652
H 2.637 -1.149 -0.885
H 3.141 -0.728 0.799
H 1.989 -1.942 0.636
H -0.078 2.552 0.827
H -1.613 3.328 0.674
H -1.598 2.170 1.753
H 1.574 1.152 0.079
H 0.873 0.168 1.429
H -1.429 1.682 -1.407
H -2.455 0.886 -0.126
H -1.607 -2.411 0.627
H -0.403 -2.879 -1.704
*
```

How positive or negative is each atom? The Mulliken charges in e answer that: number 1, C, carries -1.30; number 2, C, carries -1.04; number 3, C, carries -0.32; number 4, C, carries -0.48; number 5, N, carries -0.39; number 6, O, carries -0.67; number 7, O, carries -0.36; number 8, P, carries 0.84; number 9, H, carries 0.28; number 10, H, carries 0.37; number 11, H, carries 0.36; number 12, H, carries 0.23; number 13, H, carries 0.33; number 14, H, carries 0.32; number 15, H, carries 0.30; number 16, H, carries 0.32; number 17, H, carries 0.37; number 18, H, carries 0.32; number 19, H, carries 0.18; number 20, H, carries 0.33

The following is a quantum chemistry calculation of a cluster of 3 separate species, C4H12NO2S in total, from OMol25.

LUMO energy = 1.70 eV
DFT total energy = -20759.5280 eV
strongest force on any atom = 4.90 eV Å⁻¹
HOMO-LUMO gap = 5.209 eV
HOMO level = -3.507 eV

```
! wB97M-V def2-TZVPD RIJCOSX def2/J DEFGRID3
* xyz -1 1
C -0.518 -0.336 -1.268
C -0.809 -0.615 0.212
C -1.933 0.102 0.952
S -3.562 -0.052 -0.096
N 0.546 -0.507 0.903
C 1.202 0.777 0.625
O 1.800 0.964 -0.563
H -1.330 -0.742 -1.896
H -0.459 0.746 -1.427
H 0.411 -0.877 -1.432
H -1.108 -1.671 0.234
H -2.007 -0.319 1.973
H -1.769 1.165 1.070
H -2.297 1.436 -0.562
H 0.275 -0.441 1.900
H 0.350 1.505 0.739
H 1.891 0.981 1.485
H 3.172 -1.014 -1.630
H 2.778 -0.133 -0.557
O 3.368 -0.969 -0.662
*
```

How positive or negative is each atom? The Mulliken charges in e answer that: number 1, C, carries -1.45; number 2, C, carries 0.70; number 3, C, carries -1.34; number 4, S, carries -0.24; number 5, N, carries -0.39; number 6, C, carries -0.64; number 7, O, carries -0.88; number 8, H, carries 0.39; number 9, H, carries 0.44; number 10, H, carries 0.28; number 11, H, carries 0.21; number 12, H, carries 0.44; number 13, H, carries 0.37; number 14, H, carries 0.21; number 15, H, carries 0.26; number 16, H, carries 0.33; number 17, H, carries 0.39; number 18, H, carries 0.27; number 19, H, carries 0.39; number 20, O, carries -0.75

Copy entry 3 word for word.
The following is a quantum chemistry calculation of a cluster of 3 separate species, C4H12NO2 in total, from OMol25.

LUMO energy = -4.76 eV
DFT total energy = -9918.2470 eV
strongest force on any atom = 5.24 eV Å⁻¹
HOMO-LUMO gap = 9.055 eV
HOMO level = -13.815 eV

```
! wB97M-V def2-TZVPD RIJCOSX def2/J DEFGRID3
* xyz 1 1
C 1.583 0.901 -2.100
C 0.607 1.519 -1.095
C -0.390 2.401 -1.523
C 0.534 -0.396 0.495
N 0.292 0.896 0.379
H 2.452 0.233 -1.589
H 1.827 1.699 -2.764
H 1.028 0.123 -2.668
H -1.224 2.566 -0.928
H -0.312 2.766 -2.540
H 0.134 -1.190 1.267
H 1.237 -0.991 -0.167
H -0.314 1.292 1.187
H 0.177 -6.455 1.620
H -1.202 -5.901 1.738
O -0.324 -5.581 1.704
H -2.256 1.705 2.991
H -2.162 2.555 1.737
O -1.687 1.856 2.257
*
```

How positive or negative is each atom? The Mulliken charges in e answer that: number 1, C, carries -1.19; number 2, C, carries 0.78; number 3, C, carries -0.88; number 4, C, carries -0.12; number 5, N, carries 0.03; number 6, H, carries 0.30; number 7, H, carries 0.39; number 8, H, carries 0.35; number 9, H, carries 0.28; number 10, H, carries 0.28; number 11, H, carries 0.27; number 12, H, carries 0.20; number 13, H, carries 0.33; number 14, H, carries 0.34; number 15, H, carries 0.32; number 16, O, carries -0.65; number 17, H, carries 0.31; number 18, H, carries 0.32; number 19, O, carries -0.66